{
  "formula": "C39H37FN8O4PbS",
  "method": "ωB97M-V/def2-TZVPD",
  "total_energy_ev": -79958.30612,
  "elements": ["Pb", "N", "N", "C", "N", "S", "H", "H", "H", "H", "H", "C", "C", "C", "C", "C", "C", "C", "F", "C", "C", "C", "O", "C", "C", "N", "C", "C", "O", "O", "H", "H", "H", "H", "H", "H", "H", "H", "H", "H", "H", "N", "C", "C", "C", "C", "C", "C", "N", "C", "C", "C", "C", "N", "C", "C", "H", "H", "H", "H", "H", "H", "H", "H", "H", "O", "H", "H", "C", "C", "C", "C", "C", "C", "N", "C", "C", "C", "C", "C", "C", "H", "H", "H", "H", "H", "H", "H", "H", "H", "H"],
  "xyz": [[0.222, -0.109, 0.138], [0.880, 1.241, 2.379], [2.273, 1.481, 2.307], [3.051, 0.435, 1.990], [4.362, 0.679, 1.868], [2.450, -1.137, 1.769], [0.438, 2.151, 2.460], [0.665, 0.675, 3.194], [2.409, 2.413, 1.888], [4.753, 1.578, 2.097], [4.968, -0.099, 1.688], [-0.931, 7.954, 0.471], [-2.030, 7.280, -0.343], [-3.401, 7.682, 0.182], [-4.495, 7.071, -0.679], [-4.315, 5.578, -0.749], [-5.399, 4.749, -0.932], [-5.227, 3.371, -1.008], [-6.318, 2.605, -1.176], [-3.993, 2.797, -0.914], [-2.878, 3.623, -0.717], [-1.556, 2.983, -0.612], [-1.459, 1.756, -0.778], [-0.479, 3.874, -0.276], [-0.722, 5.205, -0.155], [-1.916, 5.804, -0.342], [-3.031, 5.013, -0.610], [0.941, 3.389, -0.039], [1.548, 3.920, 0.928], [1.387, 2.496, -0.796], [-1.176, 9.011, 0.570], [0.045, 7.888, -0.008], [-0.868, 7.520, 1.470], [-1.954, 7.613, -1.384], [-3.474, 8.769, 0.179], [-3.507, 7.339, 1.216], [-4.443, 7.488, -1.689], [-5.482, 7.309, -0.282], [-6.396, 5.168, -1.006], [-3.859, 1.723, -0.974], [0.106, 5.845, 0.105], [0.739, -7.599, -1.687], [0.678, -8.682, -2.533], [0.850, -10.048, -2.335], [0.689, -10.860, -3.440], [0.368, -10.331, -4.700], [0.202, -8.975, -4.893], [0.360, -8.136, -3.789], [0.241, -6.765, -3.691], [0.471, -6.481, -2.439], [0.440, -5.127, -1.882], [0.470, -4.882, -0.511], [0.437, -3.574, -0.064], [0.383, -2.533, -0.892], [0.347, -2.762, -2.207], [0.371, -4.035, -2.743], [0.976, -7.620, -0.713], [1.093, -10.458, -1.362], [0.809, -11.931, -3.333], [0.246, -11.009, -5.535], [-0.047, -8.560, -5.861], [0.501, -5.687, 0.212], [0.446, -3.348, 0.998], [0.309, -1.880, -2.839], [0.338, -4.200, -3.810], [0.362, 0.696, -2.718], [-0.535, 1.028, -2.577], [0.910, 1.384, -2.298], [-1.734, -1.762, 5.279], [-1.809, -2.768, 4.321], [-1.835, -2.453, 2.973], [-1.779, -1.122, 2.538], [-1.736, -0.123, 3.514], [-1.704, -0.439, 4.867], [-1.739, -0.815, 1.168], [-2.880, -1.031, 0.418], [-2.806, -1.145, -0.983], [-3.943, -1.290, -1.759], [-5.203, -1.335, -1.174], [-5.296, -1.235, 0.208], [-4.164, -1.088, 0.994], [-1.713, -2.010, 6.333], [-1.843, -3.807, 4.628], [-1.896, -3.236, 2.224], [-1.776, 0.912, 3.190], [-1.669, 0.355, 5.604], [-1.834, -1.113, -1.463], [-3.844, -1.380, -2.835], [-6.091, -1.442, -1.782], [-6.270, -1.260, 0.683], [-4.264, -1.000, 2.069]]
}